[1]
This record from OMol25 describes a single C22H30N2O6S molecule in a non-equilibrium geometry. The level of theory is ωB97M-V/def2-TZVPD.

XYZ file:
```
61
Properties=species:S:1:pos:R:3
C -4.746 -2.163 1.544
H -4.899 -1.859 2.473
O -4.648 -0.983 0.535
C -3.806 -0.149 0.671
C -2.954 -0.198 1.621
C -2.063 0.877 1.828
C -2.006 1.719 0.887
C -2.840 1.818 -0.449
C -3.846 0.849 -0.431
H -4.468 0.701 -1.150
H -2.787 2.720 -1.102
S -0.661 3.092 0.586
O -0.368 3.383 1.884
O -0.703 3.986 -0.381
N 0.733 1.936 0.307
C 1.926 2.356 1.137
H 2.652 2.743 0.321
H 1.703 3.046 1.879
C 2.871 1.333 1.586
N 3.153 0.274 0.801
C 4.307 0.607 -0.176
C 4.462 -0.331 -1.030
O 4.751 -1.602 -0.594
C 3.586 -2.030 0.311
C 3.423 -0.908 1.029
H 2.641 -1.356 1.851
H 4.323 -1.257 1.927
H 3.906 -2.912 0.500
H 2.663 -2.156 -0.375
H 5.522 -0.241 -1.677
H 3.726 -0.312 -1.917
H 4.163 1.566 -0.665
H 5.284 0.705 0.577
H 2.079 0.615 2.346
H 3.593 1.574 2.210
C 0.831 1.653 -0.891
C -0.094 0.273 -1.288
C -0.189 -0.688 0.132
C -1.072 -1.741 -0.239
C -1.947 -1.770 -1.307
C -1.670 -1.026 -2.241
C -1.041 0.218 -2.031
O -0.873 1.094 -3.172
C -1.703 1.000 -4.272
H -2.805 1.217 -4.049
H -1.277 1.992 -4.859
H -1.404 0.171 -4.912
H -2.232 -1.217 -3.240
H -2.476 -2.644 -1.601
O -1.363 -2.692 0.743
C -0.374 -2.687 1.779
H -0.510 -1.774 2.356
H -0.512 -3.531 2.331
H 0.720 -2.925 1.649
H 0.557 -0.642 0.846
H 0.543 2.340 -1.417
H 1.792 1.081 -1.208
H -1.389 1.067 2.646
H -3.010 -0.615 2.620
H -5.414 -2.861 1.388
H -3.761 -2.735 1.370
```

Output
E_HOMO, Ha: -0.2944
Max |F|, eV/Å: 18.23
LUMO energy, eV: 0.58
HOMO-LUMO gap, eV: 8.588
SMILES string: COc1ccc(S(=O)(=O)N(CCN2CCOCC2)Cc2cc(OC)ccc2OC)cc1
Energy relative to the best compared isomer or geometry (same formula, charge and spin), kJ/mol: 2502.4
DFT total energy, Ha: -1814.549162


[2]
This record from OMol25 describes a gas-phase ion, C9H15N4O2 (charge +1) in a non-equilibrium geometry. The level of theory is ωB97M-V/def2-TZVPD.

XYZ file:
```
30
Properties=species:S:1:pos:R:3
C 1.789 -0.996 -2.975
C 2.522 -1.898 -2.282
C 1.099 -0.874 -0.889
C -0.916 1.871 -0.702
C -2.152 0.479 1.502
C -1.727 -1.005 1.499
C -0.158 1.214 0.439
C 0.317 -0.276 0.464
C 1.173 -0.476 1.701
N 0.910 -0.454 -2.148
N 2.154 -1.749 -0.966
N -0.901 1.417 -1.872
N -1.063 1.431 1.561
O -1.586 2.914 -0.362
O -0.810 -1.198 0.412
H 1.860 -0.767 -4.061
H 3.454 -2.303 -2.516
H -2.835 0.576 0.678
H -2.885 0.574 2.359
H -1.476 -1.470 2.365
H -2.509 -1.606 1.235
H 0.696 1.801 0.451
H 0.675 -0.311 2.651
H 1.891 0.265 1.680
H 1.558 -1.447 1.712
H 2.737 -2.255 -0.299
H -0.163 0.514 -2.220
H -1.466 1.846 -2.551
H -1.613 2.942 0.709
H -0.574 1.242 2.423
```

Output
E_HOMO, Ha: -0.4652
Charge: +1
Max |F|, eV/Å: 3.97
LUMO energy, eV: -2.44
HOMO-LUMO gap, eV: 10.224
SMILES string: C[C@@]1(c2ncc[nH]2)OCCN[C@@H]1C(=[NH2+])O
Energy relative to the best compared isomer or geometry (same formula, charge and spin), kJ/mol: 185.1
DFT total energy, Ha: -721.173541


[3]
This record from OMol25 describes 2 unconnected molecules or ions with the total composition C4H8N2O2 in a non-equilibrium geometry. The level of theory is ωB97M-V/def2-TZVPD.

XYZ file:
```
16
Properties=species:S:1:pos:R:3
C -1.512 -0.367 0.497
C 0.412 1.353 -0.676
C 0.897 -1.183 0.009
N 1.143 -1.123 1.345
C -0.462 2.271 -1.029
O 1.561 1.098 -0.367
O -0.403 -0.369 -0.401
N 1.387 -1.968 -0.818
H 1.867 -1.768 1.631
H 1.210 -0.197 1.739
H 0.953 -1.966 -1.734
H -1.317 0.316 1.328
H -1.685 -1.371 0.884
H -2.385 -0.038 -0.059
H -0.234 3.321 -0.941
H -1.431 1.992 -1.408
```

Output
E_HOMO, Ha: -0.3129
Max |F|, eV/Å: 3.97
LUMO energy, eV: 0.84
HOMO-LUMO gap, eV: 9.350
SMILES string: [H]/N=C(/N)OC.C=C=O
Energy relative to the best compared isomer or geometry (same formula, charge and spin), kJ/mol: 372.0
DFT total energy, Ha: -417.114265